{
  "formula": "C6H16NSSi",
  "method": "the ωB97M-V functional and the def2-TZVPD basis",
  "homo_energy_ev": -13.04,
  "smiles": "C[Si](C)(C)[C@@H]1[NH2+]CCS1",
  "charge": 1,
  "total_energy_ev": -26677.1358,
  "mol_weight_g_mol": 162.35,
  "fmax_ha_per_bohr": 0.0956,
  "e_above_lowest_kj_mol": 28.6,
  "species": ["C", "C", "C", "C", "C", "C", "N", "Si", "S", "H", "H", "H", "H", "H", "H", "H", "H", "H", "H", "H", "H", "H", "H", "H", "H"],
  "xyz": [[2.513, -0.930, 0.075], [3.041, 0.442, 0.252], [0.556, 0.060, -0.570], [-1.563, -0.350, 1.584], [-2.333, -0.974, -1.350], [-1.699, 2.144, -0.495], [1.040, -0.970, 0.314], [-1.386, 0.291, -0.241], [1.532, 1.535, -0.249], [2.674, -1.517, -0.862], [3.043, -1.559, 0.865], [3.229, 0.695, 1.255], [3.966, 0.790, -0.228], [0.910, -0.216, -1.568], [-2.527, -0.179, 1.935], [-1.111, -1.331, 1.823], [-1.039, 0.297, 2.312], [-3.413, -1.061, -1.244], [-1.971, -0.586, -2.237], [-1.947, -2.055, -1.238], [-1.015, 2.624, -1.271], [-2.576, 2.519, -0.819], [-1.440, 2.710, 0.523], [0.511, -1.850, 0.197], [1.006, -0.528, 1.237]],
  "nbo_charge": [-0.261, -0.515, -0.607, -1.112, -1.077, -1.121, -0.527, 1.574, 0.230, 0.245, 0.248, 0.232, 0.281, 0.242, 0.267, 0.224, 0.242, 0.273, 0.227, 0.237, 0.263, 0.257, 0.266, 0.463, 0.447]
}

{
  "formula": "C6H16O",
  "method": "the ωB97M-V functional and the def2-TZVPD basis",
  "homo_energy_ev": -10.70,
  "smiles": "CCC(C)CC.O",
  "total_energy_ev": -8528.7910,
  "mol_weight_g_mol": 104.19,
  "fmax_ha_per_bohr": 0.0536,
  "e_above_lowest_kj_mol": 42.7,
  "species": ["C", "C", "C", "C", "C", "C", "H", "H", "H", "H", "H", "H", "H", "H", "H", "H", "H", "H", "H", "H", "H", "H", "O"],
  "xyz": [[-0.444, -2.480, 1.191], [-0.748, -1.402, 0.112], [-0.270, -0.011, 0.554], [-0.949, 0.403, 1.882], [-0.606, 1.012, -0.550], [0.314, 2.302, -0.464], [-1.058, -2.349, 2.081], [0.607, -2.412, 1.471], [-0.715, -3.459, 0.795], [-0.256, -1.781, -0.784], [-1.835, -1.376, 0.013], [0.810, -0.012, 0.738], [-0.766, -0.295, 2.693], [-0.582, 1.400, 2.109], [-2.025, 0.446, 1.696], [-1.632, 1.380, -0.510], [-0.496, 0.484, -1.500], [0.147, 2.528, 0.579], [-0.028, 2.993, -1.225], [1.348, 2.021, -0.639], [2.314, -0.467, -3.063], [1.869, -0.304, -1.702], [2.272, 0.225, -2.390]],
  "nbo_charge": [-0.606, -0.389, -0.221, -0.608, -0.385, -0.607, 0.200, 0.199, 0.208, 0.192, 0.199, 0.188, 0.210, 0.206, 0.200, 0.196, 0.195, 0.197, 0.213, 0.210, 0.464, 0.461, -0.923]
}

{
  "formula": "C6H16O",
  "method": "the ωB97M-V functional and the def2-TZVPD basis",
  "homo_energy_ev": -11.02,
  "smiles": "CCCC(C)C.O",
  "total_energy_ev": -8528.8382,
  "mol_weight_g_mol": 104.19,
  "fmax_ha_per_bohr": 0.0238,
  "e_above_lowest_kj_mol": 38.1,
  "species": ["C", "C", "C", "C", "C", "C", "H", "H", "H", "H", "H", "H", "H", "H", "H", "H", "H", "H", "H", "H", "H", "H", "O"],
  "xyz": [[0.353, -2.533, -0.556], [0.525, -1.282, 0.307], [-0.536, -0.228, -0.041], [0.063, 0.892, -0.916], [-1.067, 1.613, -1.697], [0.876, 1.880, -0.035], [0.485, -2.312, -1.620], [1.025, -3.338, -0.274], [-0.634, -2.950, -0.345], [1.509, -0.850, 0.169], [0.449, -1.608, 1.342], [-0.949, 0.213, 0.872], [-1.366, -0.707, -0.560], [0.690, 0.388, -1.643], [-1.903, 0.919, -1.867], [-0.737, 1.950, -2.674], [-1.453, 2.448, -1.106], [0.478, 2.885, -0.140], [0.739, 1.654, 1.024], [1.928, 1.847, -0.320], [-0.658, -0.386, 2.753], [0.561, -0.365, 3.675], [-0.379, -0.130, 3.651]],
  "nbo_charge": [-0.602, -0.401, -0.387, -0.214, -0.602, -0.619, 0.203, 0.208, 0.201, 0.200, 0.185, 0.184, 0.201, 0.191, 0.202, 0.211, 0.202, 0.211, 0.209, 0.213, 0.468, 0.468, -0.934]
}

{
  "formula": "C6H16O",
  "method": "the ωB97M-V functional and the def2-TZVPD basis",
  "homo_energy_ev": -10.78,
  "smiles": "CCCCCC.O",
  "total_energy_ev": -8528.8407,
  "mol_weight_g_mol": 104.19,
  "fmax_ha_per_bohr": 0.0248,
  "e_above_lowest_kj_mol": 37.9,
  "species": ["C", "C", "C", "C", "C", "C", "H", "H", "H", "H", "H", "H", "H", "H", "H", "H", "H", "H", "H", "H", "H", "H", "O"],
  "xyz": [[-1.658, -0.280, -1.028], [-1.081, -1.298, -0.009], [-0.430, -0.673, 1.215], [0.692, 0.302, 0.871], [1.852, -0.322, 0.056], [2.533, -1.432, 0.872], [-2.148, 0.622, -0.668], [-2.423, -0.762, -1.640], [-0.836, 0.011, -1.688], [-0.331, -1.851, -0.577], [-1.859, -2.044, 0.158], [-0.126, -1.452, 1.916], [-1.233, -0.090, 1.678], [0.176, 1.111, 0.348], [1.167, 0.703, 1.768], [2.576, 0.396, -0.322], [1.386, -0.736, -0.845], [2.906, -1.019, 1.807], [1.846, -2.251, 1.057], [3.339, -1.827, 0.259], [-1.319, 3.956, -1.751], [-0.877, 2.577, -1.453], [-1.695, 3.104, -1.516]],
  "nbo_charge": [-0.624, -0.401, -0.402, -0.395, -0.397, -0.611, 0.216, 0.214, 0.192, 0.190, 0.208, 0.203, 0.204, 0.194, 0.202, 0.202, 0.189, 0.203, 0.204, 0.210, 0.465, 0.466, -0.929]
}

no.,gap between HOMO and LUMO (eV)
1,9.917
2,11.497
3,11.962
4,11.574